one.
23
Properties=species:S:1:pos:R:3:nbo_charge:R:1 method="wB97M-V/def2-TZVPD" e_homo_ha=-0.1246 charge=-1 gap_ev=6.8233 molar_mass_da=154.2
O 5.33 -0.46 0.18 -0.6354
O 2.54 2.33 0.00 -0.7019
N 0.71 0.98 -0.18 -0.4981
C -0.10 -0.20 -0.33 -0.0385
C 4.16 -0.54 0.08 0.5617
C 2.18 1.15 -0.13 0.6506
C 2.99 -1.54 -0.01 -0.5675
C -1.23 -0.02 -1.33 -0.6086
C -0.69 -0.83 0.96 -0.6451
C -0.03 2.03 0.65 -0.4327
C 2.95 0.01 -0.16 -0.4389
H 0.48 -1.06 -0.78 0.2135
H 0.26 -0.85 1.55 0.2324
H -1.56 -0.31 1.30 0.1936
H -0.92 -0.02 -2.44 0.2067
H 0.70 2.70 1.04 0.2420
H 2.81 -1.97 -0.95 0.1799
H -0.67 2.69 0.10 0.1703
H -1.89 -0.88 -1.30 0.1869
H -0.96 -1.90 0.81 0.1983
H -0.76 1.64 1.47 0.1641
H -1.88 0.79 -0.98 0.1944
H 2.55 -1.88 0.90 0.1723

two.
23
Properties=species:S:1:pos:R:3:nbo_charge:R:1 method="wB97M-V/def2-TZVPD" e_homo_ha=-0.1658 charge=-1 gap_ev=7.9676 molar_mass_da=154.2
O -2.25 -2.46 0.14 -0.7813
O -3.10 -1.20 1.89 -0.7765
N -3.32 1.35 0.28 -0.6076
C 0.55 0.89 -0.36 -0.3862
C -0.26 -0.38 -0.28 -0.2574
C 0.29 -1.44 0.56 -0.4494
C -1.87 3.30 -0.16 -0.7213
C 1.86 0.80 -1.16 -0.6141
C -0.92 -0.69 1.03 -0.3569
C -2.27 -1.55 1.03 0.7878
C -2.54 2.25 0.12 0.4227
H 1.01 0.95 0.68 0.1798
H -0.05 -2.47 0.26 0.2558
H 2.16 1.88 -1.29 0.1970
H -3.24 0.62 0.93 0.4303
H 2.52 0.04 -0.74 0.2060
H -1.00 -0.52 -1.06 0.2329
H -0.76 0.15 1.61 0.1927
H 1.62 0.37 -2.14 0.1908
H -0.02 1.78 -0.64 0.2020
H 1.26 -1.47 1.00 0.1954
H -1.07 3.29 -0.99 0.2247
H -2.05 4.34 0.17 0.2328

Stability summary: most stable two, least stable one.

one.
8
Properties=species:S:1:pos:R:3:nbo_charge:R:1 method="wB97M-V/def2-TZVPD" e_homo_ha=-0.3679 smiles=N.N gap_ev=11.1074 molar_mass_da=34.1
N -0.52 -1.90 -0.86 -1.0771
N 0.47 1.73 0.84 -1.0769
H 0.36 -2.12 -1.33 0.3562
H -1.27 -2.18 -1.50 0.3555
H -0.57 -0.88 -0.78 0.3648
H 0.70 0.86 1.33 0.3605
H -0.39 2.09 1.26 0.3583
H 1.22 2.39 1.06 0.3587

two.
8
Properties=species:S:1:pos:R:3:nbo_charge:R:1 method="wB97M-V/def2-TZVPD" e_homo_ha=-0.3746 smiles=N.N gap_ev=11.4843 molar_mass_da=34.1
N -5.18 1.23 -2.74 -1.0693
N 3.41 -0.72 2.08 -1.0693
H 3.47 0.12 1.49 0.3564
H 2.62 -1.27 1.72 0.3563
H -4.49 1.29 -1.98 0.3564
H -4.97 1.99 -3.39 0.3565
H -5.00 0.35 -3.23 0.3564
H 4.26 -1.27 1.91 0.3567

Stability summary: most stable one, least stable two.

one.
22
Properties=species:S:1:pos:R:3:nbo_charge:R:1 method="wB97M-V/def2-TZVPD" e_homo_ha=-0.3883 smiles=OCCCCO.O.O gap_ev=11.0596 molar_mass_da=126.2
O 3.32 -5.19 2.10 -0.9421
O -1.55 -1.93 1.48 -0.9682
O -1.87 3.15 -0.18 -0.7209
O -0.92 -0.74 -0.88 -0.7812
C -0.52 2.94 0.42 -0.0728
C 0.02 1.59 0.01 -0.4867
C 0.30 1.33 -1.49 -0.4302
C 0.08 -0.18 -1.84 -0.0569
H -0.08 3.79 0.00 0.1896
H 1.39 1.49 -1.83 0.2133
H -1.41 -1.57 0.58 0.4950
H -0.22 -0.64 -2.67 0.1931
H 2.61 -5.95 2.06 0.4780
H 1.03 1.45 0.38 0.2253
H -0.29 1.90 -2.18 0.2192
H -0.61 3.05 1.55 0.1759
H -0.40 0.67 0.61 0.2539
H -1.83 -0.36 -1.08 0.4740
H -0.80 -1.83 1.98 0.4571
H -2.26 2.36 0.04 0.4462
H 0.99 -0.81 -1.65 0.1745
H 3.02 -4.51 2.61 0.4641

two.
22
Properties=species:S:1:pos:R:3:nbo_charge:R:1 method="wB97M-V/def2-TZVPD" e_homo_ha=-0.3323 gap_ev=3.4124 molar_mass_da=126.2
O -1.22 -2.83 -0.05 -0.9108
O 1.87 1.76 -1.63 -0.9843
O 0.58 2.81 0.16 -0.8668
O 0.36 -2.22 -1.79 -0.8900
C -0.03 0.14 0.19 -0.4340
C -1.84 1.41 1.22 -0.2004
C -1.45 0.31 0.58 -0.0325
C 0.79 -0.93 1.06 -0.5417
H 2.10 2.27 -2.49 0.4700
H 0.69 -0.87 2.23 0.1984
H 0.60 1.03 0.08 0.3368
H 0.35 -1.82 0.78 0.2615
H 1.22 3.41 0.47 0.4531
H 0.90 -2.97 -1.93 0.4584
H 0.02 -0.26 -0.72 0.2569
H 1.87 -0.82 0.89 0.2359
H -2.06 -0.56 0.39 0.2800
H -0.58 -2.44 -1.08 0.4651
H -1.18 2.30 1.03 0.2893
H -1.77 -3.39 -0.55 0.4514
H 1.34 2.34 -0.90 0.4795
H -2.57 1.33 2.05 0.2243

Stability summary: most stable one, least stable two.

one.
22
Properties=species:S:1:pos:R:3:nbo_charge:R:1 method="wB97M-V/def2-TZVPD" e_homo_ha=-0.3346 gap_ev=5.9487 molar_mass_da=126.2
O -0.29 0.74 1.52 -1.0446
O 2.21 0.95 1.05 -1.1428
O 2.03 -1.42 0.51 -1.1846
O -0.54 -1.94 0.00 -0.9972
C -0.56 0.58 -1.42 0.2835
C -1.82 0.49 -0.82 -0.3369
C 0.47 1.52 -0.93 -0.7619
C -2.78 -0.50 -0.94 -0.1459
H -2.65 -1.37 -1.56 0.2187
H 1.32 0.95 -0.48 0.3939
H -0.43 0.54 2.45 0.4737
H 0.71 0.85 1.41 0.5146
H 3.01 0.97 1.59 0.4757
H -0.28 -0.15 -2.16 0.2167
H -1.23 -1.38 -0.31 0.4510
H 0.09 2.15 -0.14 0.2642
H 2.21 -0.38 0.80 0.5434
H 0.33 -1.59 0.29 0.5158
H -3.74 -0.34 -0.45 0.2265
H 0.91 2.13 -1.74 0.2710
H 1.77 -2.30 0.26 0.5087
H -2.11 1.27 -0.12 0.2565

two.
22
Properties=species:S:1:pos:R:3:nbo_charge:R:1 method="wB97M-V/def2-TZVPD" e_homo_ha=-0.3632 smiles="CC(C)C=O.O.O.O" gap_ev=10.5569 molar_mass_da=126.2
O 0.80 -3.31 -6.56 -0.9324
O -3.04 -1.43 -6.07 -0.9372
O -1.20 -1.11 3.08 -0.5251
O 3.96 -0.02 -4.79 -0.9382
C -0.46 -0.16 2.97 0.4456
C 0.55 2.03 3.65 -0.6208
C -1.57 1.23 4.77 -0.5923
C -0.25 0.81 4.11 -0.3446
H -3.23 -2.33 -5.77 0.4703
H -1.92 2.16 4.33 0.2038
H 0.28 2.31 2.64 0.2110
H 0.34 -2.50 -6.29 0.4687
H 0.28 0.25 4.88 0.2304
H 3.93 0.46 -5.63 0.4696
H 4.72 -0.61 -4.89 0.4686
H -2.27 0.41 4.65 0.2319
H 1.24 -3.55 -5.73 0.4636
H 1.63 1.97 3.85 0.2207
H -2.82 -0.95 -5.26 0.4669
H 0.03 0.02 1.99 0.1128
H -1.37 1.43 5.83 0.2117
H 0.35 2.91 4.26 0.2151

Stability summary: most stable two, least stable one.